Here is a 2-piece molecular cluster, C2H2IN4 overall at a distorted geometry from OMol25. Energies are from ωB97M-V/def2-TZVPD.

ORCA input file:
```
! wB97M-V def2-TZVPD RIJCOSX def2/J DEFGRID3
* xyz -1 1
C 0.454 -0.339 0.122
C -1.459 0.717 -0.693
N 1.459 -0.418 -0.700
N 0.727 -0.544 1.377
N 2.456 -0.804 0.110
N 2.026 -0.847 1.324
I -3.017 0.488 0.679
H -1.767 0.220 -1.520
H -0.879 1.526 -0.699
*
```

Values from the calculation:
* E: -16164.315 eV
* relative energy (zero: lowest compared OMol25 entry of this formula, charge and spin): 265.1 kJ/mol
* orbital gap: 0.291 Ha